[1]
The following is a quantum chemistry calculation of a structure of composition C14H40N2NaO9P, from the OMol25 dataset.

The geometry in XYZ format:
```
67
Properties=species:S:1:pos:R:3:forces:R:3
Na 32.233 1.537 -10.402 0.189 -0.211 -0.013
P 34.979 1.466 -9.787 0.732 1.084 0.958
O 34.131 2.773 -9.985 -0.365 -0.140 -0.336
O 33.962 0.441 -9.088 -0.400 0.159 0.062
O 36.172 1.739 -8.889 -0.142 -0.417 -0.197
O 35.356 0.913 -11.188 -0.070 -0.055 -0.297
C 31.114 5.900 -11.076 0.228 0.115 -0.783
C 31.668 5.528 -9.724 -0.082 -0.085 0.779
C 30.688 6.006 -8.645 0.127 0.286 -0.412
O 31.022 5.454 -7.398 -0.024 -0.213 0.041
C 30.066 5.725 -6.418 0.051 0.330 0.139
N 31.849 4.086 -9.643 0.092 0.249 0.007
H 30.996 6.977 -11.245 -0.065 -0.002 0.246
H 30.157 5.399 -11.241 -0.024 0.056 0.061
H 31.793 5.550 -11.860 -0.024 -0.068 0.099
H 32.613 6.061 -9.530 0.004 0.000 -0.172
H 29.657 5.737 -8.930 0.058 -0.130 0.109
H 30.741 7.108 -8.574 -0.120 -0.067 -0.090
H 30.066 6.797 -6.149 -0.019 -0.101 -0.015
H 30.327 5.142 -5.538 -0.083 -0.032 0.013
H 29.052 5.472 -6.755 0.024 -0.129 0.028
H 31.916 3.839 -8.656 -0.003 -0.072 -0.098
H 32.812 3.814 -9.977 -0.163 -0.203 0.153
C 28.730 2.461 -9.329 -0.549 -0.081 -0.102
C 28.699 1.776 -10.688 0.353 -0.361 0.188
C 28.869 2.759 -11.829 -0.242 0.061 0.089
O 28.348 2.187 -13.019 -0.070 0.011 -0.124
C 28.547 3.036 -14.123 0.186 0.003 0.156
N 29.788 0.786 -10.747 -0.297 -0.183 -0.322
H 28.620 1.699 -8.556 0.293 0.061 0.104
H 27.858 3.119 -9.224 0.139 0.100 -0.083
H 29.650 3.027 -9.196 0.085 -0.072 0.086
H 27.722 1.285 -10.816 -0.051 0.174 -0.059
H 29.924 3.014 -11.981 0.015 0.025 0.228
H 28.308 3.679 -11.592 0.077 0.000 -0.111
H 29.617 3.183 -14.324 -0.062 -0.038 -0.009
H 28.103 4.026 -13.942 -0.060 -0.060 -0.056
H 28.080 2.569 -14.987 -0.021 0.024 -0.047
H 29.725 0.104 -9.994 0.179 0.225 0.169
H 29.668 0.230 -11.592 0.257 0.133 -0.048
C 30.639 1.911 -5.800 -0.423 -0.140 0.124
C 31.968 1.441 -6.344 0.265 0.355 0.069
O 31.770 1.060 -7.671 0.282 0.068 -0.335
H 29.973 1.045 -5.705 -0.085 0.148 -0.019
H 30.185 2.613 -6.503 0.037 0.002 -0.017
H 30.700 2.402 -4.824 0.165 -0.079 0.035
H 32.347 0.601 -5.741 0.019 0.041 0.016
H 32.711 2.250 -6.274 -0.015 -0.075 -0.008
H 32.679 0.942 -8.103 0.137 -0.402 -0.143
C 32.856 -3.251 -11.215 -0.371 0.119 0.333
C 32.673 -1.727 -11.211 0.398 -0.138 0.346
O 32.370 -1.270 -9.924 -0.560 -0.221 0.177
H 33.775 -3.517 -10.691 0.124 -0.019 -0.236
H 32.825 -3.660 -12.230 0.245 -0.039 0.013
H 32.047 -3.717 -10.637 -0.064 0.095 -0.136
H 31.851 -1.459 -11.895 0.114 0.002 -0.113
H 33.595 -1.240 -11.549 -0.166 -0.003 -0.261
H 33.119 -0.654 -9.551 0.159 0.103 -0.301
C 31.871 1.052 -14.371 -0.359 0.228 -0.222
C 33.082 1.690 -13.718 0.606 -0.215 0.074
O 33.332 1.050 -12.507 -1.212 0.416 -0.903
H 30.982 1.180 -13.744 0.084 -0.160 0.060
H 32.050 -0.012 -14.528 -0.036 -0.044 0.129
H 31.631 1.497 -15.346 0.125 0.059 0.016
H 32.946 2.782 -13.612 -0.161 -0.027 0.099
H 33.946 1.577 -14.400 -0.061 0.012 0.028
H 34.288 1.188 -12.105 0.600 -0.466 0.832
```
Forces are in eV/Å.

## Properties
Kohn-Sham gap, eV: 4.2
Net charge: -2
2S+1: 1
ΔE to the lowest compared entry with this formula, charge and spin, kJ/mol: 0.0
F_max, Eh/bohr: 0.0315
HOMO energy, Eh: -0.010

Atom charges from the Mulliken analysis, given in e for atoms 1 to 4: Na 0.4787; P 0.3712; O -0.7834; O -0.7863

***

[2]
The following is a quantum chemistry calculation of the ion CH6N3OS with charge +1, from the OMol25 dataset.

The geometry in XYZ format:
```
12
Properties=species:S:1:pos:R:3:forces:R:3
C 0.756 0.265 0.240 1.331 -0.308 -1.038
N 1.587 1.186 -0.305 -1.387 0.460 0.023
N 1.258 -0.990 0.109 0.438 -0.561 -0.461
N -2.667 -0.979 -0.234 -0.101 1.519 1.690
O -0.373 0.527 0.783 1.593 0.046 0.137
S -2.261 0.484 -0.038 -0.902 -1.242 0.700
H 2.412 0.931 -0.864 -0.798 0.296 0.678
H 1.155 2.094 -0.414 0.512 0.112 -0.210
H 2.146 -1.234 -0.353 -0.704 1.114 0.066
H 1.183 -1.630 0.848 -1.115 -0.882 1.220
H -2.369 -1.442 -1.075 0.135 0.195 -0.871
H -2.827 0.788 1.305 0.997 -0.749 -1.931
```
Forces are in eV/Å.

## Properties
Kohn-Sham gap, eV: 9.4
Net charge: +1
2S+1: 1
ΔE to the lowest compared entry with this formula, charge and spin, kJ/mol: 147.4
F_max, Eh/bohr: 0.0447
HOMO energy, Eh: -0.546

Atom charges from the Mulliken analysis, given in e for atoms 1 to 4: C 0.7147; N -0.3652; N -0.3954; N -0.3113

***

[3]
The following is a quantum chemistry calculation of a structure of composition C9H5BrN2, from the OMol25 dataset.

The geometry in XYZ format:
```
17
Properties=species:S:1:pos:R:3:forces:R:3
C 2.216 1.133 1.108 -0.522 -1.248 -0.676
C 2.081 1.006 -1.533 -1.282 -2.369 4.710
C -2.436 -0.580 -0.032 -1.959 -0.904 -0.117
C -1.927 0.713 -0.182 -1.368 1.422 -0.897
C -1.541 -1.618 0.218 -1.052 0.377 -0.292
C -0.570 0.963 -0.171 0.709 1.241 0.700
C -0.214 -1.372 0.354 -0.011 -1.280 1.553
C 0.234 -0.085 0.233 0.892 -0.746 -1.089
C 1.664 0.104 0.209 2.981 3.491 -2.704
N 2.727 1.746 1.923 0.242 0.807 0.571
N 2.493 1.502 -2.468 0.603 0.914 -1.780
Br 2.934 -1.298 0.152 -0.183 -0.578 0.137
H -3.585 -0.832 -0.122 2.539 0.829 0.178
H -2.602 1.577 -0.418 0.546 -1.082 0.265
H -1.740 -2.658 0.323 -1.200 -0.476 0.018
H -0.032 1.967 -0.378 -1.479 -1.681 0.267
H 0.296 -2.267 0.783 0.545 1.283 -0.844
```
Forces are in eV/Å.

## Properties
Kohn-Sham gap, eV: 9.1
2S+1: 1
ΔE to the lowest compared entry with this formula, charge and spin, kJ/mol: 0.0
F_max, Eh/bohr: 0.1055
HOMO energy, Eh: -0.380

Atom charges from the Mulliken analysis, given in e for atoms 1 to 4: C 0.2226; C 0.1975; C -0.4514; C -0.4015

***

[4]
The following is a quantum chemistry calculation of a structure of composition C12H17NOS, from the OMol25 dataset.

The geometry in XYZ format:
```
32
Properties=species:S:1:pos:R:3:forces:R:3
C 1.930 0.063 1.095 1.597 1.432 2.379
C 1.839 -0.073 -1.239 0.845 -1.684 -1.715
C 2.559 -0.196 -0.072 -0.379 -0.690 -0.494
C 0.646 0.568 1.214 -0.473 -0.960 -2.652
C 0.570 0.389 -1.218 -2.160 0.592 0.411
C -0.045 0.769 -0.018 -0.177 0.471 1.273
C 3.914 -0.746 -0.081 0.109 0.459 -1.914
C -0.032 0.743 2.498 2.302 0.798 1.993
C -0.272 0.607 -2.422 -2.457 -0.642 1.026
C -3.540 -0.526 0.906 -2.099 -0.018 -1.182
C -1.501 1.153 0.080 0.276 -2.956 3.233
C -2.432 -0.661 -0.023 2.862 1.035 2.300
N -2.250 1.802 -0.855 -2.119 0.886 -0.873
O -3.391 2.097 -0.461 1.284 0.182 -0.330
S -1.264 -1.950 0.427 -0.448 0.367 0.197
H 2.695 0.109 1.917 -1.482 -0.445 0.011
H 2.190 -0.569 -2.183 -0.001 0.908 0.803
H 4.330 -1.207 0.741 -0.032 -1.393 2.231
H 3.983 -1.394 -0.929 0.360 -0.644 -0.521
H 4.633 0.009 -0.233 0.885 1.361 -0.648
H 0.851 0.926 3.252 -1.990 -0.746 -0.846
H -0.465 1.723 2.373 -0.908 0.128 0.862
H -0.716 -0.097 2.790 0.570 0.991 -0.172
H 0.002 0.073 -3.283 0.854 -0.247 -1.325
H -1.417 0.443 -2.301 2.094 -0.336 0.092
H -0.302 1.659 -2.449 0.166 1.444 -1.296
H -4.248 -1.396 0.762 0.594 0.957 0.355
H -4.060 0.438 0.692 0.157 -0.800 0.373
H -3.105 -0.525 1.859 0.013 0.033 1.798
H -1.808 1.434 1.159 0.271 -0.520 -1.965
H -2.645 -0.906 -0.980 -0.919 0.261 -3.188
H -0.813 -2.039 -0.816 0.408 -0.223 -0.213
```
Forces are in eV/Å.

## Properties
Kohn-Sham gap, eV: 8.0
2S+1: 1
ΔE to the lowest compared entry with this formula, charge and spin, kJ/mol: 646.5
F_max, Eh/bohr: 0.0854
HOMO energy, Eh: -0.308

Atom charges from the Mulliken analysis, given in e for atoms 1 to 4: C -0.7218; C -0.5025; C 0.9096; C 0.7450

***

[5]
The following is a quantum chemistry calculation of an isolated molecule of C3H4N2O, from the OMol25 dataset.

The geometry in XYZ format:
```
10
Properties=species:S:1:pos:R:3:forces:R:3
C -1.442 -0.272 0.048 0.230 1.843 0.914
C 0.025 -0.221 -0.075 2.692 -0.163 0.907
C 0.826 0.878 0.022 1.687 1.891 -1.678
N 2.226 0.389 0.018 -1.960 -0.069 0.410
N 2.330 -0.827 0.057 -2.541 1.848 -0.611
O 0.778 -1.311 -0.062 -0.092 -0.494 0.343
H -1.798 -1.016 -0.611 -0.897 -0.978 -0.224
H -1.802 0.728 -0.275 -0.046 -0.672 0.119
H -1.700 -0.347 1.143 0.041 -0.475 -1.276
H 0.559 1.998 -0.265 0.886 -2.731 1.097
```
Forces are in eV/Å.

## Properties
Kohn-Sham gap, eV: 10.5
2S+1: 1
SMILES: Cc1cnno1
ΔE to the lowest compared entry with this formula, charge and spin, kJ/mol: 292.5
F_max, Eh/bohr: 0.0622
HOMO energy, Eh: -0.358

Atom charges from the Mulliken analysis, given in e for atoms 1 to 4: C -0.9414; C 0.7121; C -0.3872; N -0.0907